Version i
{
  "formula": "C9H18N3",
  "method": "ωB97M-V/def2-TZVPD",
  "elements": ["C", "C", "C", "C", "C", "C", "C", "C", "C", "N", "N", "N", "H", "H", "H", "H", "H", "H", "H", "H", "H", "H", "H", "H", "H", "H", "H", "H", "H", "H"],
  "xyz": [[-2.24, 0.03, 0.05], [-1.28, -0.61, -0.50], [0.45, 0.32, 0.42], [-2.06, -1.82, -2.49], [2.50, -0.43, 1.53], [0.47, -1.75, 1.66], [1.54, 2.46, 0.84], [-0.04, 2.20, -0.98], [-0.91, -1.62, -1.50], [-3.06, 0.52, 0.80], [1.09, -0.53, 1.17], [0.67, 1.56, 0.11], [-2.26, -0.91, -3.05], [-2.97, -2.11, -1.96], [-1.80, -2.60, -3.19], [2.97, -1.40, 1.35], [3.01, 0.31, 0.91], [2.61, -0.18, 2.58], [0.63, -1.81, 2.74], [-0.60, -1.73, 1.46], [0.92, -2.62, 1.19], [1.78, 2.06, 1.83], [2.46, 2.64, 0.29], [1.03, 3.41, 0.97], [-0.52, 1.46, -1.61], [-0.79, 2.89, -0.59], [0.68, 2.77, -1.58], [-0.69, -2.58, -1.01], [-0.02, -1.31, -2.04], [-3.57, 1.37, 0.60]],
  "nbo_charge": [0.32, -0.09, 0.65, -0.59, -0.42, -0.41, -0.42, -0.40, -0.47, -0.57, -0.41, -0.41, 0.21, 0.22, 0.23, 0.23, 0.22, 0.22, 0.23, 0.24, 0.22, 0.22, 0.22, 0.23, 0.24, 0.22, 0.22, 0.22, 0.23, 0.40],
  "gap_ev": 8.5837,
  "total_charge": 1
}

---

Version ii
{
  "formula": "C9H18N3",
  "method": "ωB97M-V/def2-TZVPD",
  "elements": ["C", "C", "C", "C", "C", "C", "C", "C", "C", "N", "N", "N", "H", "H", "H", "H", "H", "H", "H", "H", "H", "H", "H", "H", "H", "H", "H", "H", "H", "H"],
  "xyz": [[-1.57, -2.92, 1.67], [-2.57, -2.27, 0.89], [-0.38, -2.36, 1.35], [-1.95, -1.34, 0.13], [-0.97, 1.61, 1.50], [1.37, 1.61, 1.93], [1.26, 0.95, -1.75], [0.04, -0.99, -2.57], [0.40, -0.66, -0.17], [-0.59, -1.39, 0.39], [0.34, 1.65, 0.95], [0.18, -0.02, -1.46], [-1.74, -3.72, 2.37], [-3.62, -2.48, 0.90], [0.61, -2.56, 1.70], [-2.38, -0.64, -0.57], [-1.10, 2.41, 2.24], [-1.70, 1.75, 0.71], [-1.17, 0.67, 2.03], [1.45, 2.61, 2.38], [1.19, 0.91, 2.74], [2.33, 1.40, 1.45], [2.20, 0.43, -1.88], [1.03, 1.50, -2.66], [1.33, 1.64, -0.90], [-0.78, -1.68, -2.37], [-0.16, -0.47, -3.50], [0.96, -1.56, -2.67], [1.41, -0.94, 0.05], [-0.69, 0.52, -1.38]],
  "nbo_charge": [-0.25, -0.23, -0.05, -0.11, -0.48, -0.48, -0.43, -0.42, 0.21, -0.38, -0.31, -0.38, 0.25, 0.25, 0.23, 0.21, 0.23, 0.19, 0.21, 0.23, 0.20, 0.20, 0.22, 0.23, 0.29, 0.24, 0.24, 0.24, 0.22, 0.44],
  "gap_ev": [8.3730, 7.8530],
  "total_charge": 1
}

---

Most stable of them? version i.

---

Version i
{
  "formula": "C2HN3",
  "method": "ωB97M-V/def2-TZVPD",
  "elements": ["C", "C", "N", "N", "N", "H"],
  "xyz": [[0.12, -1.25, 0.22], [-0.81, 0.36, 0.54], [-0.88, -0.90, 0.95], [0.83, -0.50, -0.61], [0.14, 0.61, -0.39], [0.60, 1.69, -0.71]],
  "nbo_charge": [0.44, 0.42, -0.53, -0.35, -0.43, 0.45],
  "gap_ev": [7.9797, 9.6398]
}

---

Version ii
{
  "formula": "C2HN3",
  "method": "ωB97M-V/def2-TZVPD",
  "elements": ["C", "C", "N", "N", "N", "H"],
  "xyz": [[-1.17, -0.65, -0.13], [-0.24, 0.95, -0.07], [-1.49, 0.63, -0.10], [0.00, -1.18, -0.05], [0.63, -0.02, -0.03], [2.27, 0.27, 0.38]],
  "nbo_charge": [0.45, 0.41, -0.53, -0.35, -0.35, 0.37],
  "gap_ev": [7.4702, 8.4205]
}

---

Most stable of them? version i.

---

Version i
{
  "formula": "C7H10N2O3S",
  "method": "ωB97M-V/def2-TZVPD",
  "elements": ["C", "C", "C", "C", "C", "C", "C", "N", "N", "O", "O", "O", "S", "H", "H", "H", "H", "H", "H", "H", "H", "H", "H"],
  "xyz": [[-2.84, 0.75, 3.14], [-1.71, 0.14, 2.53], [-1.82, 0.60, 1.22], [1.25, 0.07, -2.41], [0.11, 0.73, -1.60], [2.05, -0.88, -1.54], [-0.43, -0.24, -0.67], [-3.37, 1.65, 2.37], [-0.89, -0.86, 3.05], [1.37, -1.01, 1.15], [0.59, -2.79, -0.33], [-2.73, 1.59, 1.12], [0.89, -1.39, -0.15], [-3.06, 0.79, 4.19], [0.95, -0.52, -3.30], [1.98, 0.88, -2.65], [0.62, 1.58, -1.14], [-0.76, 1.16, -2.26], [2.30, -1.80, -2.07], [2.92, -0.45, -1.04], [-1.37, -0.69, -0.69], [-0.73, -0.84, 4.06], [-0.05, -0.96, 2.48]],
  "nbo_charge": [-0.06, -0.05, 0.31, -0.41, -0.51, -0.63, -0.32, -0.11, -0.82, -0.95, -0.92, -0.34, 2.10, 0.22, 0.23, 0.23, 0.25, 0.25, 0.26, 0.24, 0.24, 0.38, 0.41],
  "gap_ev": [7.0127, 6.8340]
}

---

Version ii
{
  "formula": "C7H10N2O3S",
  "method": "ωB97M-V/def2-TZVPD",
  "elements": ["C", "C", "C", "C", "C", "C", "C", "H", "H", "H", "H", "H", "H", "H", "H", "H", "H", "N", "N", "O", "O", "O", "S"],
  "xyz": [[2.15, -0.88, 1.08], [2.74, -0.31, -0.24], [0.98, 0.23, -1.71], [-0.81, -1.32, -1.07], [-1.99, -1.63, -0.47], [-2.60, -0.67, 0.44], [-0.84, 0.94, -0.15], [3.58, -1.14, 2.33], [1.14, -0.45, 1.29], [2.13, -1.97, 0.94], [2.96, 0.77, -0.17], [3.74, -0.74, -0.34], [0.79, 0.17, -2.80], [1.30, 1.22, -1.51], [-0.25, -2.04, -1.70], [-2.52, -2.55, -0.59], [-2.40, 1.24, 1.12], [-0.26, -0.07, -0.94], [-1.97, 0.59, 0.51], [2.94, -0.46, 2.15], [2.01, -0.63, -1.37], [-3.56, -0.90, 1.14], [-0.24, 2.47, 0.11]],
  "nbo_charge": [-0.09, -0.09, 0.10, 0.08, -0.37, 0.63, 0.28, 0.47, 0.18, 0.16, 0.18, 0.18, 0.19, 0.22, 0.24, 0.25, 0.44, -0.45, -0.60, -0.71, -0.52, -0.58, -0.19],
  "gap_ev": 9.0895,
  "smiles": "O=c1ccn(COCCO)c(=S)[nH]1"
}

---

Most stable of them? version ii.

---

Version i
{
  "formula": "C4H14N3O",
  "method": "ωB97M-V/def2-TZVPD",
  "elements": ["C", "O", "H", "H", "H", "H", "C", "C", "C", "N", "N", "N", "H", "H", "H", "H", "H", "H", "H", "H", "H", "H"],
  "xyz": [[1.87, -2.17, 2.09], [1.01, -2.12, 0.90], [1.47, -2.42, 0.12], [2.01, -3.22, 2.25], [1.19, -1.93, 2.90], [2.79, -1.66, 1.87], [-1.76, 0.52, 0.38], [-1.94, -0.99, 0.21], [0.09, 1.33, -1.03], [-1.21, 1.13, -0.85], [1.01, 0.82, -0.18], [0.57, 2.18, -1.95], [-2.69, 1.02, 0.58], [-1.02, 0.62, 1.19], [-1.90, -1.61, 1.09], [-1.26, -1.60, -0.44], [-1.98, 1.37, -1.46], [0.80, 0.52, 0.75], [1.95, 0.92, -0.54], [1.43, 2.69, -1.85], [0.00, 2.37, -2.77], [-2.93, -1.04, -0.30]],
  "nbo_charge": [-0.27, -0.77, 0.47, 0.19, 0.20, 0.18, -0.21, -0.65, 0.68, -0.56, -0.76, -0.78, 0.23, 0.19, 0.25, 0.24, 0.44, 0.44, 0.42, 0.43, 0.42, 0.21],
  "gap_ev": 10.6757,
  "total_charge": 1
}

---

Version ii
{
  "formula": "C4H14N3O",
  "method": "ωB97M-V/def2-TZVPD",
  "elements": ["C", "C", "N", "N", "H", "H", "H", "H", "H", "H", "H", "C", "O", "C", "N", "H", "H", "H", "H", "H", "H", "H"],
  "xyz": [[0.12, 1.79, 1.94], [0.42, 0.50, 1.63], [1.65, -0.11, 1.77], [-1.20, 2.21, 1.44], [0.66, 2.62, 2.39], [-0.32, -0.12, 1.13], [1.73, -0.83, 1.05], [2.45, 0.49, 1.91], [-1.10, 2.98, 0.73], [-1.87, 2.48, 2.14], [-1.56, 1.40, 0.94], [-0.56, -0.33, -1.66], [-1.00, 0.03, -2.97], [0.18, -1.63, -1.68], [0.49, -2.07, -0.25], [0.13, 0.43, -1.30], [-1.47, -0.35, -1.06], [-0.24, -0.13, -3.55], [-0.57, -2.37, -2.19], [1.10, -1.62, -2.30], [1.26, -2.74, -0.21], [-0.31, -2.62, 0.10]],
  "nbo_charge": [-0.24, 0.07, -0.77, -0.67, 0.24, 0.21, 0.43, 0.40, 0.44, 0.43, 0.44, -0.07, -0.70, -0.25, -0.89, 0.15, 0.16, 0.47, 0.20, 0.21, 0.38, 0.38],
  "gap_ev": 9.5693,
  "total_charge": 1
}

---

Most stable of them? version i.

---

Version i
{
  "formula": "C6H10N2P",
  "method": "ωB97M-V/def2-TZVPD",
  "elements": ["C", "C", "C", "C", "C", "C", "N", "N", "P", "H", "H", "H", "H", "H", "H", "H", "H", "H", "H"],
  "xyz": [[-0.68, -1.64, -0.97], [0.42, -0.76, 0.98], [-0.36, 1.27, -1.30], [1.31, 0.26, 0.34], [0.32, 1.39, 0.05], [0.32, -0.73, 2.48], [-0.10, -1.61, 0.20], [-1.00, -0.53, -1.64], [-0.68, 2.25, -2.59], [-0.76, -2.62, -1.44], [2.16, 0.48, 1.03], [1.59, -0.01, -0.72], [0.72, 2.47, 0.00], [-0.55, 1.34, 0.76], [-0.45, 0.00, 2.59], [1.15, -0.60, 3.07], [-0.27, -1.63, 2.77], [-1.69, -0.75, -2.41], [-1.46, 1.40, -3.20]],
  "nbo_charge": [0.34, 0.51, -0.17, -0.49, -0.51, -0.69, -0.46, -0.62, 0.65, 0.23, 0.26, 0.25, 0.30, 0.24, 0.26, 0.26, 0.26, 0.42, -0.04],
  "gap_ev": 9.1357,
  "total_charge": 1
}

---

Version ii
{
  "formula": "C6H10N2P",
  "method": "ωB97M-V/def2-TZVPD",
  "elements": ["C", "C", "C", "C", "C", "C", "N", "N", "P", "H", "H", "H", "H", "H", "H", "H", "H", "H", "H"],
  "xyz": [[1.41, 0.21, -0.21], [1.78, 1.49, -0.30], [-0.36, 2.21, 0.45], [0.02, -0.17, 0.15], [-0.84, 0.86, 0.48], [0.43, -2.57, -0.42], [0.89, 2.49, 0.04], [-0.34, -1.43, 0.10], [-2.60, 0.48, 0.80], [1.92, -0.75, -0.32], [2.74, 1.98, -0.52], [-1.01, 3.02, 0.57], [0.06, -2.94, -1.33], [1.47, -2.46, -0.54], [0.24, -3.30, 0.36], [1.33, 3.34, -0.29], [-1.17, -1.80, 0.60], [-2.60, -0.08, -0.56], [-3.15, 1.67, 0.22]],
  "nbo_charge": [-0.28, 0.06, 0.12, 0.27, -0.38, -0.41, -0.48, -0.53, 0.33, 0.25, 0.24, 0.23, 0.23, 0.21, 0.22, 0.45, 0.43, 0.01, 0.02],
  "gap_ev": 9.1181,
  "smiles": "C/[NH+]=c1\\cc[nH]cc1P",
  "total_charge": 1
}

---

Most stable of them? version ii.

---

Version i
{
  "formula": "CH5N3O3",
  "method": "ωB97M-V/def2-TZVPD",
  "elements": ["C", "N", "N", "N", "O", "O", "O", "H", "H", "H", "H", "H"],
  "xyz": [[-1.43, 0.61, 0.20], [-1.32, 1.76, 0.84], [0.62, 1.15, -0.82], [0.42, -1.39, 0.78], [-2.11, 2.12, 1.74], [-0.55, 0.33, -0.77], [-0.54, -0.96, 1.51], [-2.31, -0.02, 0.16], [0.59, 1.61, -1.73], [0.49, 1.86, -0.09], [1.29, -0.87, 0.76], [0.22, -2.09, 0.07]],
  "nbo_charge": [0.36, -0.15, -0.53, -0.29, -0.29, -0.35, -0.37, 0.20, 0.36, 0.37, 0.36, 0.35],
  "gap_ev": [8.6442, 7.6352]
}

---

Version ii
{
  "formula": "CH5N3O3",
  "method": "ωB97M-V/def2-TZVPD",
  "elements": ["C", "N", "N", "N", "O", "O", "O", "H", "H", "H", "H", "H"],
  "xyz": [[1.31, 0.09, 0.37], [-3.31, -1.07, 0.11], [-0.68, 1.17, -0.49], [-2.66, -0.01, 0.03], [-1.34, -0.07, -0.66], [-3.00, 1.08, 0.37], [0.30, 1.09, 0.47], [2.17, 0.38, -0.22], [1.04, -0.93, -0.04], [1.45, -0.23, 1.30], [-4.20, -1.00, 0.52], [-0.36, 1.45, -1.45]],
  "nbo_charge": [-0.28, -0.48, -0.05, 0.55, -0.27, -0.37, -0.37, 0.18, 0.19, 0.20, 0.36, 0.35],
  "gap_ev": 11.2191,
  "smiles": "[H]/N=[N+](\\[O-])ONOC"
}

---

Most stable of them? version i.

---

Version i
{
  "formula": "C2H3OP",
  "method": "ωB97M-V/def2-TZVPD",
  "elements": ["C", "C", "O", "P", "H", "H", "H"],
  "xyz": [[0.99, -0.26, -0.74], [0.84, -0.07, 0.57], [-1.99, 0.08, -0.25], [-0.02, -1.53, 0.09], [1.35, 0.14, -1.74], [0.93, 0.59, 1.48], [-2.79, -0.32, -0.57]],
  "nbo_charge": [-0.38, -0.45, -1.06, 0.92, 0.27, 0.27, 0.43],
  "gap_ev": [8.1966, 8.2004]
}

---

Version ii
{
  "formula": "C2H3OP",
  "method": "ωB97M-V/def2-TZVPD",
  "elements": ["C", "C", "O", "P", "H", "H", "H"],
  "xyz": [[-0.16, -1.02, -0.20], [0.44, 0.65, -0.02], [-0.83, 1.13, -0.18], [-1.68, -0.29, -0.05], [0.29, -1.94, 0.16], [0.76, 0.47, 0.97], [1.19, 1.00, -0.68]],
  "nbo_charge": [-0.75, -0.04, -0.77, 0.95, 0.22, 0.19, 0.19],
  "gap_ev": 9.5925
}

---

Most stable of them? version ii.

---

Version i
{
  "formula": "C14H42O7",
  "method": "ωB97M-V/def2-TZVPD",
  "elements": ["C", "C", "O", "H", "H", "H", "H", "H", "H", "C", "C", "O", "H", "H", "H", "H", "H", "H", "C", "C", "O", "H", "H", "H", "H", "H", "H", "C", "C", "O", "H", "H", "H", "H", "H", "H", "C", "C", "O", "H", "H", "H", "H", "H", "H", "C", "C", "O", "H", "H", "H", "H", "H", "H", "C", "C", "O", "H", "H", "H", "H", "H", "H"],
  "xyz": [[-16.00, 20.12, -7.94], [-15.69, 21.04, -9.17], [-16.45, 20.63, -10.27], [-15.48, 20.38, -7.02], [-15.73, 19.07, -8.02], [-17.05, 20.09, -7.67], [-14.62, 20.99, -9.32], [-16.00, 22.07, -8.98], [-17.34, 20.85, -9.96], [-21.45, 16.93, -12.42], [-22.26, 17.36, -11.24], [-21.37, 17.62, -10.15], [-20.71, 17.65, -12.77], [-22.10, 16.70, -13.27], [-20.84, 16.05, -12.20], [-22.88, 16.53, -10.92], [-22.81, 18.28, -11.46], [-21.28, 18.56, -9.96], [-12.67, 5.86, -12.25], [-12.99, 6.65, -13.51], [-14.40, 6.93, -13.52], [-13.11, 6.43, -11.42], [-11.62, 5.83, -11.96], [-13.05, 4.84, -12.27], [-12.77, 6.12, -14.44], [-12.30, 7.49, -13.55], [-14.80, 6.44, -14.24], [-11.04, 12.55, -5.33], [-12.51, 12.93, -5.75], [-12.72, 14.07, -5.08], [-11.08, 11.98, -4.40], [-10.38, 13.38, -5.09], [-10.55, 12.00, -6.13], [-13.13, 12.09, -5.44], [-12.57, 13.04, -6.83], [-13.68, 14.12, -5.07], [-13.67, 13.66, -12.74], [-14.15, 15.07, -12.30], [-15.24, 15.41, -13.20], [-13.65, 13.59, -13.83], [-14.35, 12.89, -12.39], [-12.76, 13.23, -12.32], [-13.29, 15.74, -12.30], [-14.58, 15.08, -11.30], [-15.46, 16.27, -12.84], [-18.50, 11.34, -19.32], [-18.14, 12.19, -18.12], [-17.07, 13.05, -18.50], [-19.37, 10.68, -19.22], [-17.67, 10.71, -19.63], [-18.67, 11.96, -20.19], [-17.94, 11.61, -17.22], [-18.94, 12.89, -17.88], [-16.85, 13.56, -17.71], [-8.32, 18.18, -9.16], [-7.98, 18.94, -10.48], [-7.37, 20.18, -10.09], [-8.92, 17.27, -9.25], [-8.84, 18.81, -8.44], [-7.45, 17.96, -8.55], [-8.84, 19.11, -11.13], [-7.36, 18.29, -11.10], [-7.47, 20.88, -10.74]],
  "nbo_charge": [-0.65, -0.06, -0.70, 0.21, 0.21, 0.20, 0.18, 0.16, 0.46, -0.63, -0.06, -0.74, 0.21, 0.21, 0.21, 0.17, 0.16, 0.47, -0.63, -0.07, -0.73, 0.22, 0.21, 0.21, 0.16, 0.17, 0.47, -0.63, -0.05, -0.69, 0.20, 0.22, 0.20, 0.15, 0.14, 0.46, -0.64, -0.07, -0.71, 0.22, 0.21, 0.21, 0.16, 0.16, 0.46, -0.63, -0.06, -0.72, 0.21, 0.21, 0.21, 0.16, 0.16, 0.47, -0.64, -0.06, -0.73, 0.21, 0.21, 0.21, 0.16, 0.16, 0.47],
  "gap_ev": 10.3873,
  "smiles": "CCO.CCO.CCO.CCO.CCO.CCO.CCO"
}

---

Version ii
{
  "formula": "C14H42O7",
  "method": "ωB97M-V/def2-TZVPD",
  "elements": ["C", "C", "O", "H", "H", "H", "H", "H", "H", "C", "C", "O", "H", "H", "H", "H", "H", "H", "C", "C", "O", "H", "H", "H", "H", "H", "H", "C", "C", "O", "H", "H", "H", "H", "H", "H", "C", "C", "O", "H", "H", "H", "H", "H", "H", "C", "C", "O", "H", "H", "H", "H", "H", "H", "C", "C", "O", "H", "H", "H", "H", "H", "H"],
  "xyz": [[-3.66, -0.91, 0.22], [-4.81, -0.95, -0.81], [-6.09, -1.13, -0.17], [-4.02, -0.11, 0.88], [-2.73, -0.55, -0.22], [-3.46, -1.83, 0.76], [-4.63, -1.64, -1.64], [-4.89, 0.03, -1.27], [-6.75, -0.64, -0.67], [-3.04, 2.65, -0.59], [-1.89, 2.81, -1.62], [-0.82, 3.53, -0.97], [-3.82, 2.02, -1.01], [-3.51, 3.57, -0.25], [-2.71, 2.17, 0.33], [-2.25, 3.34, -2.50], [-1.51, 1.85, -1.97], [-0.10, 3.56, -1.60], [4.29, 0.56, 2.11], [3.24, 1.42, 2.94], [3.85, 1.69, 4.19], [3.95, 0.16, 1.15], [4.58, -0.26, 2.77], [5.20, 1.13, 1.94], [2.29, 0.92, 3.13], [3.03, 2.36, 2.42], [3.34, 2.37, 4.62], [1.39, 0.51, -0.92], [0.28, 0.01, 0.00], [-0.22, -1.29, -0.39], [2.24, -0.18, -0.86], [1.66, 1.53, -0.64], [1.04, 0.53, -1.95], [-0.52, 0.74, 0.04], [0.67, -0.12, 1.01], [-0.57, -1.73, 0.39], [-0.70, -2.48, 3.64], [-1.69, -3.22, 2.77], [-1.38, -2.98, 1.42], [-0.78, -2.84, 4.67], [-0.81, -1.42, 3.42], [0.32, -2.71, 3.31], [-2.70, -2.87, 2.98], [-1.66, -4.26, 3.09], [-1.62, -3.83, 1.03], [4.47, 2.57, -0.95], [5.89, 2.87, -1.34], [6.76, 2.50, -0.33], [3.73, 2.80, -1.72], [4.18, 3.03, -0.01], [4.38, 1.50, -0.76], [5.98, 3.93, -1.58], [6.10, 2.34, -2.27], [7.60, 2.26, -0.72], [-2.65, -3.39, -2.66], [-1.64, -2.39, -3.19], [-0.38, -2.71, -2.74], [-2.76, -3.52, -1.59], [-2.39, -4.39, -3.01], [-3.58, -3.03, -3.09], [-1.84, -1.36, -2.91], [-1.63, -2.39, -4.28], [-0.22, -2.12, -2.00]],
  "nbo_charge": [-0.64, -0.06, -0.73, 0.21, 0.22, 0.22, 0.16, 0.15, 0.47, -0.63, -0.06, -0.72, 0.20, 0.22, 0.21, 0.16, 0.16, 0.46, -0.64, -0.05, -0.72, 0.21, 0.21, 0.23, 0.15, 0.15, 0.47, -0.63, -0.06, -0.78, 0.21, 0.22, 0.21, 0.16, 0.16, 0.51, -0.63, -0.07, -0.74, 0.22, 0.21, 0.21, 0.16, 0.17, 0.49, -0.63, -0.06, -0.72, 0.21, 0.21, 0.21, 0.15, 0.15, 0.47, -0.63, -0.06, -0.75, 0.20, 0.21, 0.20, 0.15, 0.16, 0.50],
  "gap_ev": 10.1338,
  "smiles": "CCO.CCO.CCO.CCO.CCO.CCO.CCO"
}

---

Most stable of them? version ii.